[1]
{"formula": "C4H11NO", "method": "ωB97M-V/def2-TZVPD", "de_lowest_kj_mol": 265.7, "smiles": "C=NCCC.O", "lumo_energy_ha": 0.030, "e_tot_ev": -7861.800, "symbols": ["C", "C", "C", "C", "N", "H", "H", "H", "H", "H", "H", "H", "H", "H", "H", "H", "O"], "xyz": [[-0.0479, 1.7087, 0.8119], [0.6562, 0.7461, -0.2336], [1.0076, -0.6212, 0.3734], [-0.7613, -1.7993, 1.4085], [-0.0273, -1.6737, 0.3698], [0.2196, 2.7636, 0.5506], [-1.1863, 1.6368, 0.6993], [0.2715, 1.5696, 1.9611], [1.6547, 1.3472, -0.4431], [0.0807, 0.6194, -1.2856], [1.2829, -0.6080, 1.4870], [1.9487, -1.1061, -0.0508], [-0.9537, -1.0534, 2.1706], [-1.3953, -2.7142, 1.4898], [-0.6434, -0.9897, -3.1748], [-1.0059, 0.3274, -2.6647], [-1.1006, -0.1532, -3.4693]]}



[2]
{"formula": "C22H30ClN5O3S", "method": "ωB97M-V/def2-TZVPD", "de_lowest_kj_mol": 0.0, "lumo_energy_ha": -0.010, "e_tot_ev": -60254.668, "symbols": ["C", "C", "C", "C", "H", "C", "N", "C", "O", "C", "C", "N", "H", "H", "C", "N", "S", "C", "O", "N", "H", "H", "C", "C", "C", "C", "C", "C", "C", "Cl", "H", "H", "H", "H", "H", "H", "H", "C", "O", "N", "H", "C", "C", "H", "H", "H", "C", "H", "H", "H", "C", "H", "H", "H", "H", "H", "H", "H", "H", "H", "H", "H"], "xyz": [[-4.6029, 2.9253, 0.3808], [-3.8865, 1.6734, 0.8726], [-3.8523, 0.5921, -0.2062], [-3.2570, -0.7307, 0.2750], [-3.8406, -1.1103, 1.1162], [-1.8093, -0.6130, 0.7529], [-0.9524, 0.0690, -0.2093], [-0.1266, 1.0364, 0.2665], [0.0273, 1.1850, 1.4861], [0.5689, 1.9180, -0.6527], [1.5613, 2.8167, -0.2434], [2.0872, 2.9153, 0.9825], [1.6016, 2.4442, 1.7316], [2.7326, 3.6775, 1.1402], [1.9845, 3.6074, -1.3585], [1.3674, 3.3551, -2.4932], [0.2738, 2.1795, -2.3447], [3.0051, 4.6689, -1.2567], [3.5600, 4.9461, -0.2049], [3.2586, 5.2993, -2.4193], [2.7540, 5.0321, -3.2468], [3.9290, 6.0484, -2.4457], [-0.8703, -0.4795, -1.5424], [0.5274, -0.8229, -1.9990], [1.5810, -1.0011, -1.1123], [2.8518, -1.3145, -1.5602], [3.0934, -1.4629, -2.9144], [2.0573, -1.3059, -3.8171], [0.7898, -0.9921, -3.3569], [-0.4842, -0.8052, -4.5138], [2.2257, -1.4234, -4.8760], [4.0834, -1.7025, -3.2699], [3.6543, -1.4407, -0.8493], [1.4055, -0.8896, -0.0540], [-1.3318, 0.1978, -2.2723], [-1.4545, -1.4045, -1.5474], [-1.7805, -0.0068, 1.6636], [-1.2038, -1.9930, 1.0772], [-1.6796, -3.0310, 0.6645], [-0.0871, -1.8796, 1.8153], [0.1690, -0.9504, 2.1248], [0.7154, -2.9906, 2.3311], [-0.1326, -3.8011, 3.3159], [0.4448, -4.6282, 3.7193], [-0.4656, -3.1712, 4.1382], [-1.0047, -4.1981, 2.8039], [1.9231, -2.3807, 3.0406], [2.5134, -1.7844, 2.3477], [2.5563, -3.1675, 3.4413], [1.6034, -1.7443, 3.8634], [1.1721, -3.8833, 1.1745], [1.7561, -4.7154, 1.5581], [0.3065, -4.2741, 0.6482], [1.7817, -3.3214, 0.4706], [-3.3250, -1.4773, -0.5180], [-3.2879, 0.9636, -1.0638], [-4.8732, 0.4012, -0.5452], [-2.8695, 1.9408, 1.1646], [-4.3983, 1.2861, 1.7567], [-5.6307, 2.6959, 0.1072], [-4.6161, 3.6882, 1.1555], [-4.0998, 3.3336, -0.4934]]}



[3]
{"formula": "C4H11ClNOP", "method": "ωB97M-V/def2-TZVPD", "de_lowest_kj_mol": 250.1, "lumo_energy_ha": [-0.015, -0.051], "e_tot_ev": -29673.937, "symbols": ["C", "C", "C", "C", "N", "O", "P", "Cl", "H", "H", "H", "H", "H", "H", "H", "H", "H", "H", "H"], "xyz": [[2.5388, 1.5085, -0.6712], [-3.3075, -1.4587, 0.1594], [1.4139, 0.8971, 0.1515], [1.4849, -0.6325, 0.1949], [0.4870, -1.2712, 0.9511], [-1.9832, 0.0500, -1.7595], [-2.0084, -0.2181, -0.3226], [-2.5145, 1.4708, 0.6894], [2.5101, 1.1312, -1.6908], [2.4409, 2.5915, -0.7022], [3.5072, 1.2685, -0.2389], [-4.2181, -0.9281, 0.4374], [-3.4872, -2.0905, -0.7075], [-2.9560, -2.0531, 0.9958], [0.4408, 1.1558, -0.2831], [1.4433, 1.2932, 1.1715], [1.4710, -1.0555, -0.8157], [2.4554, -0.9206, 0.6418], [0.2815, -0.7385, 1.7988]]}



[4]
{"formula": "C25H51BNO4", "method": "ωB97M-V/def2-TZVPD", "smiles": "CCCCCCCCCCCCCCC[C@H]1C[NH2+][C@H](B(C)O)[C@]1(CCO)CCOC=O", "charge": 1, "lumo_energy_ha": -0.120, "e_tot_ev": -37097.314, "symbols": ["C", "C", "C", "C", "C", "C", "C", "C", "C", "C", "C", "C", "C", "C", "C", "C", "C", "N", "C", "B", "C", "O", "C", "C", "C", "O", "C", "C", "O", "C", "O", "H", "H", "H", "H", "H", "H", "H", "H", "H", "H", "H", "H", "H", "H", "H", "H", "H", "H", "H", "H", "H", "H", "H", "H", "H", "H", "H", "H", "H", "H", "H", "H", "H", "H", "H", "H", "H", "H", "H", "H", "H", "H", "H", "H", "H", "H", "H", "H", "H", "H", "H"], "xyz": [[-1.3661, 2.7368, 2.3909], [-1.2063, 4.2723, 2.8239], [-1.2350, 5.3343, 1.6153], [-1.8090, 4.7756, 0.2264], [-3.4115, 4.6643, 0.1539], [-4.0118, 4.8385, -1.3399], [-3.9910, 3.4943, -2.2136], [-2.5250, 2.8320, -2.3722], [-2.4400, 1.7343, -3.5448], [-1.0473, 0.9250, -3.3265], [0.1810, 1.5822, -4.1491], [1.5543, 0.7238, -4.0335], [1.7279, -0.0228, -2.6224], [1.2419, -1.5754, -2.7522], [0.4829, -2.1084, -1.4417], [1.3760, -3.0116, -0.4583], [2.9833, -2.9601, -0.5488], [3.5190, -2.0982, 0.6025], [2.2840, -1.4370, 1.1806], [2.5968, -0.7215, 2.6116], [1.5763, 0.2718, 3.3885], [3.8988, -0.9414, 3.2451], [1.2322, -2.6971, 1.1477], [-0.1696, -2.0545, 1.6516], [-1.4558, -2.9603, 1.2114], [-1.6326, -3.9255, 2.2982], [1.6936, -3.8372, 2.1834], [1.6197, -5.3432, 1.5977], [1.2201, -6.1899, 2.7265], [2.1037, -7.2920, 2.8912], [3.0738, -7.3135, 3.6943], [-1.0511, 2.0734, 3.2864], [-2.4292, 2.4445, 2.0845], [-0.6364, 2.4660, 1.5445], [-0.1716, 4.3697, 3.3267], [-1.9799, 4.5369, 3.6227], [-1.8708, 6.2348, 1.9150], [-0.1452, 5.6550, 1.4110], [-1.5105, 5.5540, -0.5797], [-1.3089, 3.7946, -0.1259], [-3.8524, 5.5468, 0.7615], [-3.8364, 3.7087, 0.6393], [-5.1274, 5.1162, -1.1993], [-3.5539, 5.7360, -1.9037], [-4.3138, 3.7932, -3.2861], [-4.7462, 2.7166, -1.8395], [-1.7185, 3.6522, -2.4672], [-2.2966, 2.2926, -1.3796], [-3.3529, 1.0519, -3.6161], [-2.3465, 2.2772, -4.5536], [-0.7913, 1.0175, -2.2121], [-1.1568, -0.1922, -3.5809], [0.4139, 2.5975, -3.6432], [-0.1178, 1.7626, -5.2438], [2.4350, 1.3961, -4.3257], [1.4857, -0.0805, -4.8636], [2.8595, -0.0827, -2.3848], [1.2350, 0.5234, -1.7479], [2.1263, -2.2299, -3.0589], [0.5170, -1.5878, -3.6531], [-0.0217, -1.2129, -0.9355], [-0.3844, -2.7850, -1.8015], [1.1424, -4.0731, -0.8136], [3.3968, -3.9977, -0.3009], [3.4969, -2.4987, -1.4550], [4.2291, -1.4752, 0.1697], [4.1145, -2.6534, 1.2555], [2.0010, -0.6719, 0.3645], [2.1159, 0.6706, 4.3268], [1.2500, 1.1819, 2.7679], [0.6372, -0.2916, 3.7167], [4.5661, -0.6130, 2.5961], [-0.2796, -0.9668, 1.2790], [-0.1917, -2.0734, 2.8067], [-1.2842, -3.4690, 0.2066], [-2.3862, -2.2800, 1.2276], [-2.4277, -3.6507, 2.8103], [2.7669, -3.6974, 2.5653], [1.0217, -3.8419, 3.1206], [2.6561, -5.6998, 1.2490], [0.8373, -5.4751, 0.7701], [1.9215, -8.2654, 2.3095]]}



[5]
{"formula": "C18H20ClFIrO2S8", "method": "ωB97M-V/def2-TZVPD", "de_lowest_kj_mol": 99.5, "lumo_energy_ha": [-0.012, -0.131], "multiplicity": 6, "e_tot_ev": -127839.583, "symbols": ["Ir", "C", "C", "S", "C", "C", "S", "C", "C", "S", "H", "H", "H", "H", "H", "H", "H", "H", "H", "H", "H", "H", "S", "C", "S", "C", "C", "S", "S", "S", "F", "C", "C", "C", "C", "C", "C", "C", "H", "H", "H", "H", "H", "H", "Cl", "C", "C", "O", "O", "H", "H"], "xyz": [[0.4172, 0.8491, 0.0139], [-2.6143, -0.3405, 1.1066], [-2.0327, -1.4617, 0.2534], [-0.1599, -1.4698, 0.1575], [0.1561, -1.9109, 1.8610], [1.3351, -1.1924, 2.5476], [1.3328, 0.6393, 2.1707], [0.0076, 1.2773, 3.2422], [-1.0564, 2.0333, 2.5272], [-1.7412, 1.2665, 0.9756], [-2.6191, -0.6139, 2.1391], [-3.6548, -0.1572, 0.8129], [-2.3054, -1.3731, -0.8417], [-2.3765, -2.4019, 0.6229], [0.4086, -2.9481, 1.6402], [-0.7087, -1.9073, 2.5817], [2.2758, -1.5830, 2.0949], [1.3354, -1.3899, 3.6214], [0.5881, 1.8405, 3.9632], [-0.4097, 0.3898, 3.7471], [-0.6214, 2.9789, 2.1960], [-1.8787, 2.2637, 3.2281], [7.1777, 3.4136, -0.9331], [5.6497, 2.7976, -0.7063], [4.2843, 3.8260, -0.3455], [3.0559, 2.6350, -0.3802], [3.4634, 1.2995, -0.5129], [2.4710, -0.1752, -0.5028], [5.1961, 1.0690, -0.8758], [1.4190, 3.0586, -0.1876], [-5.2751, 2.8256, -3.3324], [-4.1340, 2.2317, -2.8262], [-3.7997, 0.9148, -3.1883], [-2.5381, 0.4089, -2.7575], [-1.5735, 1.3321, -2.3426], [-0.2420, 0.8798, -2.1192], [-1.8663, 2.6901, -2.0758], [-3.1955, 3.1054, -2.1931], [-4.4205, 0.3846, -3.9290], [-2.2917, -0.6541, -2.9648], [0.5484, 1.5831, -2.4669], [-0.0242, -0.2207, -2.2820], [-1.0699, 3.4507, -1.8393], [-3.6375, 4.0961, -1.8405], [2.5594, -6.7776, -1.2062], [2.5678, -5.5035, 0.1006], [1.5292, -4.3506, -0.0057], [2.1166, -3.2931, 0.3237], [0.3618, -4.7178, -0.3431], [3.6328, -5.0848, 0.0255], [2.3568, -6.0139, 1.0459]]}



[6]
{"formula": "C15H54O12", "method": "ωB97M-V/def2-TZVPD", "de_lowest_kj_mol": 247.8, "smiles": "CCO.CCO.CCO.CCO.CCO.CCO.CO.CO.CO.O.O.O", "lumo_energy_ha": 0.005, "e_tot_ev": -40998.793, "symbols": ["C", "O", "H", "H", "H", "H", "C", "O", "H", "H", "H", "H", "C", "O", "H", "H", "H", "H", "O", "H", "H", "O", "H", "H", "O", "H", "H", "C", "C", "O", "H", "H", "H", "H", "H", "H", "C", "C", "O", "H", "H", "H", "H", "H", "H", "C", "C", "O", "H", "H", "H", "H", "H", "H", "C", "C", "O", "H", "H", "H", "H", "H", "H", "C", "C", "O", "H", "H", "H", "H", "H", "H", "C", "C", "O", "H", "H", "H", "H", "H", "H"], "xyz": [[-10.8244, -14.6497, 3.5040], [-10.4802, -13.3020, 3.8467], [-10.6037, -14.7849, 2.4244], [-10.2265, -15.3641, 4.0093], [-11.8921, -14.8355, 3.5765], [-10.5068, -13.1766, 4.8141], [-17.1841, -10.6432, 5.6682], [-17.0377, -11.7993, 4.8647], [-17.2242, -9.7045, 5.0230], [-18.1263, -10.6949, 6.1685], [-16.3820, -10.6312, 6.4195], [-16.0552, -11.9267, 4.9281], [-13.8362, -11.1037, 6.3197], [-14.3206, -11.9909, 5.3583], [-14.3618, -11.2316, 7.2382], [-12.8069, -11.3092, 6.4823], [-14.0337, -10.0850, 6.0373], [-14.0089, -11.7590, 4.4516], [-10.1819, -13.1549, 6.6478], [-11.0555, -13.6265, 6.7412], [-9.5739, -13.8144, 6.8505], [-11.2287, -11.4406, 2.1563], [-10.8168, -12.0832, 2.7592], [-10.5888, -11.4373, 1.4075], [-12.7330, -13.9063, 6.5124], [-13.3781, -13.4647, 5.9203], [-13.1415, -14.6290, 6.9387], [-10.9615, -7.9782, 6.2047], [-10.1616, -9.2266, 6.0525], [-10.2331, -10.1689, 7.2080], [-10.4867, -7.2989, 6.9690], [-11.9437, -8.1173, 6.5967], [-11.0516, -7.4933, 5.2480], [-9.1315, -9.0658, 5.8006], [-10.6336, -9.7511, 5.1876], [-10.0468, -11.0408, 6.9054], [-17.3492, -8.2491, 8.3454], [-18.3732, -8.8558, 9.3323], [-17.7612, -9.1172, 10.5864], [-17.7533, -7.9868, 7.3257], [-16.4775, -8.8881, 8.2897], [-17.0244, -7.3403, 8.8272], [-18.6736, -9.8599, 8.8877], [-19.2678, -8.2514, 9.4891], [-16.9378, -9.5830, 10.4719], [-14.6642, -7.7711, 4.6479], [-14.1942, -8.7316, 3.6085], [-12.8335, -9.1148, 3.8515], [-14.2947, -6.7729, 4.4460], [-14.3498, -8.0205, 5.6586], [-15.7528, -7.6275, 4.5940], [-14.2898, -8.3292, 2.5820], [-14.8681, -9.5931, 3.6030], [-12.5664, -9.7969, 3.2455], [-11.6237, -9.6106, 11.5732], [-11.7231, -10.7687, 10.5808], [-12.1862, -10.3494, 9.3532], [-11.0510, -8.7593, 11.2430], [-11.1775, -10.0476, 12.4318], [-12.6405, -9.3243, 11.9727], [-12.3455, -11.5012, 11.0810], [-10.6996, -11.1931, 10.5293], [-11.4726, -10.1737, 8.7000], [-15.6200, -13.0377, 1.3990], [-15.0436, -11.6671, 1.6743], [-14.1019, -11.7096, 2.7745], [-16.0821, -13.5490, 2.2608], [-14.9082, -13.7929, 0.9523], [-16.4146, -12.8768, 0.6490], [-15.9305, -11.0550, 1.9705], [-14.5125, -11.2311, 0.8872], [-13.2559, -11.7005, 2.3431], [-16.5818, -12.3720, 10.2026], [-15.1267, -11.9607, 10.4939], [-14.9685, -10.6000, 10.1184], [-16.8174, -12.3665, 9.1438], [-17.2369, -11.6921, 10.7500], [-16.7812, -13.3736, 10.5881], [-14.5239, -12.6806, 9.9510], [-14.8079, -12.0772, 11.5350], [-14.0752, -10.4728, 9.6725]]}



[7]
{"formula": "C4H6N2", "method": "ωB97M-V/def2-TZVPD", "de_lowest_kj_mol": 584.2, "lumo_energy_ha": [-0.008, -0.008], "e_tot_ev": -7219.536, "symbols": ["N", "C", "C", "C", "N", "C", "H", "H", "H", "H", "H", "H"], "xyz": [[-0.9118, -1.3846, 0.6171], [0.0775, -0.1216, -1.0300], [-1.0099, -0.1249, -0.0373], [-0.0282, 0.8889, 0.6501], [1.0818, 0.2045, 1.1471], [1.1919, 0.3550, -0.2878], [-1.0922, -2.1166, -0.0697], [0.0536, -0.1098, -2.1225], [-1.9815, 0.3269, -0.3032], [-0.1442, 1.9577, 0.7787], [0.7144, -0.7659, 1.3091], [2.0872, 0.8138, -0.6878]]}



[8]
{"formula": "C43H32BCl5N7O2S2V", "method": "ωB97M-V/def2-TZVPD", "de_lowest_kj_mol": 187.5, "lumo_energy_ha": [-0.011, -0.003], "multiplicity": 3, "e_tot_ev": -170285.725, "symbols": ["V", "C", "C", "C", "C", "N", "N", "B", "N", "N", "C", "C", "C", "C", "C", "C", "C", "C", "C", "C", "N", "N", "C", "C", "C", "C", "C", "C", "C", "C", "C", "C", "C", "C", "C", "C", "C", "C", "H", "H", "H", "H", "H", "H", "H", "H", "H", "H", "H", "H", "H", "H", "H", "H", "H", "H", "H", "H", "H", "H", "H", "H", "H", "H", "H", "H", "Cl", "C", "C", "C", "Cl", "C", "Cl", "C", "Cl", "C", "Cl", "O", "S", "O", "N", "C", "S", "C", "C", "C", "C", "C", "C", "H", "H", "H", "H"], "xyz": [[0.3728, -0.1860, -0.7988], [5.3050, 1.8107, -0.8055], [4.1140, 1.3033, -0.0762], [3.8788, 1.2882, 1.2819], [2.6153, 0.6991, 1.4426], [2.1267, 0.3839, 0.2391], [3.0406, 0.7582, -0.6783], [2.7402, 0.6919, -2.1877], [1.5276, 1.6207, -2.3677], [0.6549, 1.7005, -1.3511], [0.0590, 2.8891, -1.3940], [0.5424, 3.5901, -2.5133], [1.4841, 2.7636, -3.0920], [2.3593, 3.0274, -4.2618], [-0.7846, 3.4167, -0.3313], [-0.5464, 3.0572, 0.9951], [-1.2799, 3.6390, 2.0136], [-2.2448, 4.5919, 1.7244], [-2.4825, 4.9570, 0.4083], [-1.7549, 4.3759, -0.6144], [2.4034, -0.7700, -2.4676], [1.6759, -1.4189, -1.5496], [1.8322, -2.7314, -1.7451], [2.6693, -2.9208, -2.8535], [3.0283, -1.6548, -3.2714], [3.9506, -1.2619, -4.3651], [1.3161, -3.7557, -0.8461], [0.9192, -5.0043, -1.3163], [0.4856, -5.9706, -0.4261], [0.4455, -5.7064, 0.9314], [0.8538, -4.4697, 1.4090], [1.2945, -3.5047, 0.5236], [2.0006, 0.4977, 2.7552], [1.4520, -0.7145, 3.1562], [0.9396, -0.8634, 4.4325], [0.9760, 0.1917, 5.3268], [1.5456, 1.3959, 4.9466], [2.0647, 1.5450, 3.6745], [6.0628, 2.1278, -0.0938], [5.0361, 2.6576, -1.4364], [5.7292, 1.0360, -1.4423], [4.5281, 1.6270, 2.0633], [3.6601, 1.0543, -2.8273], [0.2570, 4.5697, -2.8382], [2.0821, 3.9746, -4.7166], [2.2721, 2.2345, -5.0031], [3.4054, 3.0848, -3.9605], [0.2335, 2.3405, 1.2201], [-1.0885, 3.3534, 3.0370], [-2.8029, 5.0531, 2.5261], [-3.2364, 5.6948, 0.1731], [-1.9432, 4.6504, -1.6411], [2.9770, -3.8574, -3.2726], [4.2940, -2.1509, -4.8873], [4.8179, -0.7363, -3.9661], [3.4561, -0.5990, -5.0731], [0.9336, -5.2043, -2.3759], [0.1755, -6.9358, -0.7976], [0.1039, -6.4661, 1.6184], [0.8426, -4.2643, 2.4686], [1.6607, -2.5452, 0.8646], [1.4322, -1.5435, 2.4679], [0.5048, -1.8071, 4.7243], [0.5658, 0.0713, 6.3185], [1.5923, 2.2198, 5.6443], [2.5142, 2.4825, 3.3817], [-1.2268, 0.1145, 2.2114], [-1.4101, -1.3718, 1.3749], [-0.8817, -1.3822, 0.0935], [-1.2966, -2.4270, -0.7280], [-1.0017, -2.2694, -2.4037], [-2.0158, -3.5115, -0.2418], [-2.5195, -4.7498, -1.2984], [-2.3857, -3.5462, 1.1016], [-3.2175, -4.8861, 1.7322], [-2.1380, -2.4283, 1.9017], [-2.7684, -2.3471, 3.4839], [-4.8470, -2.6312, 0.6585], [-5.0937, -1.7430, -0.4458], [-6.0191, -2.1919, -1.4403], [-3.6428, -1.3004, -1.1254], [-3.3715, -0.0695, -0.8499], [-1.9636, 0.7287, -1.3597], [-4.3710, 0.6707, -0.0660], [-4.2968, 1.9643, 0.4215], [-5.3538, 2.4337, 1.1872], [-6.4592, 1.6369, 1.4529], [-6.5237, 0.3339, 0.9700], [-5.4717, -0.1212, 0.2166], [-3.4332, 2.5685, 0.2055], [-5.3060, 3.4348, 1.5890], [-7.2727, 2.0221, 2.0542], [-7.3589, -0.3157, 1.1806]]}